The following is a DFT calculation (wB97M-V/def2-TZVPD) of a molecular structure, C3H5B in a non-equilibrium geometry.

Calculated values
- HOMO-LUMO gap (alpha / beta): 7.9 / 7.6 eV
- HOMO energy (alpha / beta): -0.286 / -0.287 Ha
- LUMO level (alpha / beta): 0.14 / -0.19 eV

The geometry in XYZ format:
```
9
Properties=species:S:1:pos:R:3:forces:R:3
B -0.050 -1.349 0.171 0.452 1.978 0.347
C 1.096 -0.212 -0.001 2.746 1.465 -3.196
C -1.189 -0.200 -0.053 1.723 -0.409 -2.943
C -0.037 0.753 0.078 0.600 -1.323 0.705
H 2.067 0.163 0.426 -1.064 -0.915 0.521
H 1.535 -0.213 -1.105 -1.211 -0.892 1.540
H -1.651 -0.342 -1.068 0.406 0.170 0.928
H -1.884 -0.090 0.670 -2.749 0.365 2.131
H 0.112 1.491 0.883 -0.901 -0.438 -0.033
```
Positions in Å, forces in eV/Å.


The following is a DFT calculation (wB97M-V/def2-TZVPD) of 2 unconnected molecules or ions with the total composition C3H5BN2O2 in a non-equilibrium geometry.

Calculated values
- HOMO-LUMO gap: 9.3 eV
- HOMO energy: -0.337 Ha
- LUMO level: 0.10 eV
- Structure (SMILES): [H]/N=B/O.C=CN=C=O

The geometry in XYZ format:
```
13
Properties=species:S:1:pos:R:3:forces:R:3
H 1.664 0.250 -4.239 -0.081 -0.076 -0.271
N 1.559 0.306 -3.257 -0.732 0.158 0.029
B 0.871 0.640 -2.252 2.084 -0.637 -1.897
O 0.630 0.899 -1.007 -0.677 2.334 2.751
H 0.938 1.803 -0.693 -0.519 -1.732 -0.616
C -1.849 -0.542 0.745 2.644 0.927 1.505
C -1.114 -1.092 1.735 -2.246 1.549 -2.650
N 0.039 -0.563 2.136 -1.349 -0.812 1.023
C 0.915 0.157 1.857 1.704 -0.788 0.741
O 1.995 0.543 1.884 2.396 2.456 -0.856
H -1.481 0.394 0.299 -0.268 -0.632 0.060
H -2.780 -0.881 0.496 -2.113 -1.006 -0.680
H -1.386 -1.914 2.295 -0.842 -1.740 0.861
```
Positions in Å, forces in eV/Å.


The following is a DFT calculation (wB97M-V/def2-TZVPD) of a single C3H5BS2 molecule in a non-equilibrium geometry.

Calculated values
- HOMO-LUMO gap (alpha / beta): 5.8 / 5.8 eV
- HOMO energy (alpha / beta): -0.310 / -0.311 Ha
- LUMO level (alpha / beta): -2.66 / -2.66 eV

The geometry in XYZ format:
```
11
Properties=species:S:1:pos:R:3:forces:R:3
B 0.646 0.261 -0.046 0.324 0.119 0.074
C -2.179 -0.584 0.009 0.450 -0.649 -0.079
C -2.646 0.595 0.065 2.414 0.284 -0.138
C 2.178 -0.207 -0.015 -0.173 -0.074 0.061
S -0.471 -1.187 -0.072 -0.400 -0.121 0.042
S 0.188 1.923 -0.035 -1.520 -0.322 0.069
H -2.791 -1.475 0.001 -0.385 -0.080 0.032
H -2.584 1.651 0.121 -0.679 0.924 0.063
H 2.340 -0.989 0.726 0.017 -0.087 0.012
H 2.840 0.621 0.228 -0.059 0.046 -0.044
H 2.479 -0.609 -0.981 0.010 -0.041 -0.092
```
Positions in Å, forces in eV/Å.


The following is a DFT calculation (wB97M-V/def2-TZVPD) of a molecular structure, C3H5BiLiO3 in a non-equilibrium geometry.

Calculated values
- HOMO-LUMO gap (alpha / beta): 5.3 / 7.1 eV
- HOMO energy (alpha / beta): -1.021 / -1.086 Ha
- Charge: +4
- LUMO level (alpha / beta): -22.44 / -22.44 eV
- 2S+1: 2
- Expectation value of S²: 0.758

The geometry in XYZ format:
```
13
Properties=species:S:1:pos:R:3:forces:R:3
H -1.953 2.478 0.122 -0.566 -0.428 -0.717
O 1.497 0.197 -0.467 0.291 0.952 -1.573
C 0.939 -0.861 0.274 -1.614 -3.181 2.171
C -0.566 -0.903 0.186 -0.551 0.116 -0.512
O -1.119 0.215 1.005 0.485 -0.029 1.443
C -1.648 1.206 0.492 -0.311 -0.545 -1.916
O -1.843 1.469 -0.717 -0.335 1.493 1.471
Bi 2.438 1.665 0.324 2.222 2.613 1.826
Li 1.667 -0.212 -2.271 -0.002 -0.943 -2.102
H 1.230 -0.824 1.336 0.099 -0.013 -0.119
H 1.283 -1.841 -0.101 0.242 0.270 -0.086
H -0.972 -1.804 0.653 0.108 -0.099 -0.014
H -0.952 -0.786 -0.835 -0.068 -0.205 0.128
```
Positions in Å, forces in eV/Å.


The following is a DFT calculation (wB97M-V/def2-TZVPD) of 2 unconnected molecules or ions with the total composition C3H5Br in a non-equilibrium geometry.

Calculated values
- HOMO-LUMO gap: 11.0 eV
- HOMO energy: -0.377 Ha
- LUMO level: 0.74 eV
- Structure (SMILES): C#CC.Br

The geometry in XYZ format:
```
9
Properties=species:S:1:pos:R:3:forces:R:3
C -1.367 -1.716 -0.017 0.932 -1.073 -0.395
C -0.953 -0.605 -0.248 -0.532 0.056 0.892
C -0.424 0.765 -0.148 -3.937 0.490 0.943
H -1.379 -2.817 0.090 -0.448 1.462 -0.136
H -0.327 1.253 -1.069 0.663 0.509 -1.391
H -1.088 1.486 0.472 0.612 -1.467 -0.912
H 0.424 0.703 0.424 2.024 0.085 1.031
Br 3.232 0.280 0.053 -0.504 0.172 0.214
H 1.883 0.651 0.443 1.190 -0.235 -0.245
```
Positions in Å, forces in eV/Å.


The following is a DFT calculation (wB97M-V/def2-TZVPD) of a molecular structure, C3H5Br in a non-equilibrium geometry.

Calculated values
- HOMO-LUMO gap: 10.8 eV
- HOMO energy: -0.359 Ha
- LUMO level: 1.02 eV

The geometry in XYZ format:
```
9
Properties=species:S:1:pos:R:3:forces:R:3
C -0.571 0.562 0.277 -0.998 -0.952 -3.828
C 0.481 -0.069 -0.668 0.292 -0.352 -1.539
C -0.641 -0.894 -0.066 2.654 -3.362 2.322
Br -2.022 -1.636 -1.118 -0.322 0.224 -0.337
H -0.240 0.903 1.153 1.549 0.695 3.584
H -1.350 1.261 -0.043 0.129 -0.653 -0.597
H 0.650 0.013 -1.845 -1.014 0.247 2.770
H 1.455 -0.254 -0.177 -0.691 0.172 -0.295
H -0.190 -1.968 0.712 -1.600 3.981 -2.080
```
Positions in Å, forces in eV/Å.


The following is a DFT calculation (wB97M-V/def2-TZVPD) of a single C3H5Br molecule in a non-equilibrium geometry.

Calculated values
- HOMO-LUMO gap: 10.9 eV
- HOMO energy: -0.367 Ha
- LUMO level: 0.89 eV
- Structure (SMILES): C=CCBr

The geometry in XYZ format:
```
9
Properties=species:S:1:pos:R:3:forces:R:3
C 0.602 -1.038 0.852 -2.051 1.436 0.031
C 0.572 -0.253 -0.205 -3.624 1.795 0.362
C -0.840 0.748 -0.468 6.428 -0.966 -1.831
Br -0.325 2.663 -0.713 -0.296 -0.874 0.485
H 1.346 -1.740 0.932 1.744 -1.560 0.447
H -0.182 -1.019 1.606 0.183 -0.011 -0.001
H 1.334 -0.404 -0.917 0.574 0.546 -1.189
H -1.377 0.553 0.379 -1.972 -0.031 1.684
H -1.128 0.491 -1.466 -0.985 -0.336 0.012
```
Positions in Å, forces in eV/Å.


The following is a DFT calculation (wB97M-V/def2-TZVPD) of 2 unconnected molecules or ions with the total composition C3H5Br in a non-equilibrium geometry.

Calculated values
- HOMO-LUMO gap: 10.0 eV
- HOMO energy: -0.378 Ha
- LUMO level: -0.27 eV

The geometry in XYZ format:
```
9
Properties=species:S:1:pos:R:3:forces:R:3
C 0.177 -1.683 1.959 0.410 -1.809 0.774
C -0.987 -1.455 1.518 -1.491 0.240 -0.570
C -0.220 1.284 -1.579 -1.885 -0.281 -1.330
Br 1.574 1.503 -0.968 0.044 -0.038 0.212
H 0.779 -0.828 1.842 1.117 1.151 -0.079
H 0.526 -2.623 2.399 -0.014 0.466 -0.173
H -0.825 0.542 -0.999 1.077 0.229 -0.539
H -0.812 2.203 -1.478 0.649 0.062 0.088
H -0.212 1.057 -2.694 0.094 -0.019 1.618
```
Positions in Å, forces in eV/Å.